[1]
{"formula": "C4H8NO2", "method": "ωB97M-V/def2-TZVPD", "symbols": ["C", "C", "N", "C", "C", "O", "O", "H", "H", "H", "H", "H", "H", "H", "H"], "positions_angstrom": [[2.324, -0.806, 0.527], [1.213, 0.137, -0.015], [0.010, -0.023, 0.697], [-1.022, 0.641, -0.222], [-2.446, 0.248, 0.200], [-3.656, 0.506, -0.623], [1.777, 0.910, -1.100], [1.912, -1.826, 0.369], [3.118, -0.743, -0.226], [2.721, -0.783, 1.545], [1.053, -0.092, -1.199], [-0.780, 0.350, -1.259], [-0.955, 1.723, -0.228], [-2.912, 0.629, 1.201], [-2.356, -0.871, 0.334]], "lumo_ev": 2.68, "relative_energy_kcal_mol": 183.5, "homo_lumo_gap_ev": 4.8, "charge": -1}


[2]
{"formula": "C36H29BrN2O2P2Re", "method": "ωB97M-V/def2-TZVPD", "symbols": ["Re", "C", "P", "C", "C", "C", "C", "C", "C", "C", "C", "C", "C", "C", "C", "C", "C", "C", "C", "C", "P", "C", "C", "C", "C", "C", "C", "C", "C", "C", "C", "C", "C", "N", "H", "H", "H", "H", "H", "H", "H", "H", "H", "H", "H", "H", "H", "H", "H", "H", "H", "H", "H", "H", "H", "H", "H", "H", "H", "H", "Br", "C", "C", "C", "C", "C", "N", "C", "O", "O", "H", "H", "H"], "positions_angstrom": [[0.270, 0.553, -0.062], [2.608, 0.509, -2.517], [0.839, 0.082, -2.445], [-0.014, 0.964, -3.759], [0.090, 0.448, -5.056], [-0.470, 1.138, -6.116], [-1.136, 2.339, -5.888], [-1.236, 2.853, -4.605], [-0.672, 2.171, -3.535], [0.644, -1.678, -2.773], [-0.608, -2.151, -3.170], [-0.807, -3.512, -3.341], [0.236, -4.401, -3.113], [1.480, -3.933, -2.713], [1.686, -2.572, -2.536], [3.127, 0.753, -1.135], [4.375, 0.997, -0.694], [4.299, 1.309, 0.714], [3.007, 1.238, 1.084], [2.336, 1.598, 2.371], [0.677, 0.855, 2.383], [-0.468, 1.925, 3.256], [-0.003, 2.842, 4.199], [-0.907, 3.632, 4.892], [-2.269, 3.507, 4.655], [-2.737, 2.582, 3.730], [-1.838, 1.794, 3.033], [0.821, -0.699, 3.285], [-0.164, -1.113, 4.175], [-0.020, -2.326, 4.838], [1.100, -3.113, 4.615], [2.087, -2.696, 3.728], [1.948, -1.494, 3.057], [2.219, 0.857, -0.040], [2.670, 1.413, -3.127], [3.160, -0.272, -3.040], [0.597, -0.493, -5.238], [-0.390, 0.742, -7.119], [-1.574, 2.875, -6.719], [-1.749, 3.790, -4.431], [-0.732, 2.600, -2.545], [-1.414, -1.456, -3.378], [-1.769, -3.879, -3.673], [0.083, -5.462, -3.260], [2.294, -4.626, -2.547], [2.659, -2.220, -2.212], [5.269, 0.988, -1.298], [5.125, 1.579, 1.353], [2.215, 2.680, 2.460], [2.896, 1.244, 3.237], [1.055, 2.945, 4.405], [-0.546, 4.347, 5.619], [-2.969, 4.130, 5.196], [-3.799, 2.482, 3.551], [-2.209, 1.059, 2.327], [-1.028, -0.490, 4.371], [-0.777, -2.646, 5.542], [1.214, -4.050, 5.145], [2.967, -3.305, 3.568], [2.721, -1.171, 2.367], [-0.106, -2.714, 0.479], [-1.709, -1.803, 0.184], [-2.942, -2.427, 0.175], [-4.068, -1.646, -0.049], [-3.943, -0.273, -0.250], [-2.683, 0.267, -0.220], [-1.585, -0.488, -0.011], [-2.365, 1.723, -0.388], [-3.180, 2.565, -0.584], [-1.036, 1.966, -0.259], [-3.012, -3.492, 0.340], [-5.045, -2.111, -0.063], [-4.790, 0.377, -0.424]], "lumo_ev": [-6.49, -7.97], "relative_energy_kcal_mol": 0.0, "homo_lumo_gap_ev": [7.3, 5.8], "multiplicity": 4, "charge": 2}


[3]
{"formula": "C2H6N4", "method": "ωB97M-V/def2-TZVPD", "symbols": ["C", "C", "N", "N", "N", "N", "H", "H", "H", "H", "H", "H"], "positions_angstrom": [[2.024, 0.865, 0.171], [-0.608, 0.163, -0.269], [2.283, -0.008, 0.941], [-0.206, 1.185, 0.507], [-1.096, 0.503, -1.533], [-0.511, -1.119, 0.147], [1.931, -0.247, 1.684], [0.193, 0.760, 1.330], [-1.551, 1.406, -1.612], [-1.652, -0.232, -1.852], [-0.128, -1.416, 0.998], [-0.679, -1.859, -0.512]], "lumo_ev": [0.62, 0.62], "relative_energy_kcal_mol": 78.8, "homo_lumo_gap_ev": [9.1, 9.1], "charge": 0}


[4]
{"formula": "C49H37Cl5N2OP2PtSi", "method": "ωB97M-V/def2-TZVPD", "symbols": ["Pt", "C", "Si", "C", "C", "C", "C", "C", "C", "P", "C", "C", "C", "C", "C", "C", "C", "C", "C", "C", "C", "C", "C", "C", "C", "C", "C", "C", "P", "C", "C", "C", "C", "C", "C", "C", "C", "C", "C", "C", "C", "H", "H", "H", "H", "H", "H", "H", "H", "H", "H", "H", "H", "H", "H", "H", "H", "H", "H", "H", "H", "H", "H", "H", "H", "H", "H", "H", "H", "H", "H", "H", "Cl", "C", "C", "C", "Cl", "C", "Cl", "C", "Cl", "C", "Cl", "N", "C", "O", "C", "C", "C", "C", "N", "C", "H", "H", "H", "H", "H", "H"], "positions_angstrom": [[0.478, -0.027, -0.015], [3.843, -1.599, -0.413], [2.860, -0.060, -0.066], [3.179, 1.009, -1.561], [4.379, 1.706, -1.708], [4.638, 2.435, -2.859], [3.711, 2.459, -3.893], [2.519, 1.766, -3.768], [2.245, 1.056, -2.601], [0.697, 0.140, -2.372], [0.853, -1.432, -3.244], [1.980, -1.701, -4.018], [2.074, -2.899, -4.714], [1.046, -3.827, -4.645], [-0.072, -3.574, -3.858], [-0.161, -2.390, -3.147], [-0.593, 1.123, -3.189], [-1.740, 0.512, -3.694], [-2.762, 1.281, -4.230], [-2.649, 2.663, -4.263], [-1.507, 3.278, -3.768], [-0.487, 2.516, -3.226], [3.299, 0.527, 1.640], [4.639, 0.807, 1.936], [5.024, 1.176, 3.214], [4.078, 1.255, 4.229], [2.752, 0.970, 3.960], [2.363, 0.601, 2.673], [0.623, 0.207, 2.362], [0.291, -1.368, 3.192], [1.357, -2.206, 3.513], [1.126, -3.422, 4.144], [-0.168, -3.803, 4.465], [-1.237, -2.981, 4.134], [-1.014, -1.779, 3.483], [-0.255, 1.503, 3.288], [0.005, 2.834, 2.955], [-0.634, 3.865, 3.621], [-1.533, 3.580, 4.640], [-1.761, 2.265, 5.012], [-1.129, 1.227, 4.339], [4.872, -1.217, -0.407], [3.672, -2.018, -1.405], [3.767, -2.387, 0.336], [5.122, 1.700, -0.918], [5.565, 2.987, -2.951], [3.918, 3.020, -4.794], [1.801, 1.786, -4.579], [2.780, -0.975, -4.096], [2.950, -3.102, -5.316], [1.114, -4.751, -5.205], [-0.871, -4.301, -3.800], [-1.018, -2.219, -2.505], [-1.845, -0.563, -3.688], [-3.645, 0.798, -4.627], [-3.448, 3.262, -4.683], [-1.407, 4.356, -3.807], [0.396, 3.011, -2.845], [5.400, 0.743, 1.166], [6.062, 1.401, 3.421], [4.377, 1.538, 5.230], [2.018, 1.032, 4.755], [2.374, -1.909, 3.286], [1.960, -4.062, 4.399], [-0.347, -4.741, 4.973], [-2.248, -3.286, 4.372], [-1.861, -1.160, 3.210], [0.743, 3.069, 2.207], [-0.418, 4.891, 3.353], [-2.040, 4.384, 5.157], [-2.424, 2.039, 5.836], [-1.308, 0.216, 4.666], [-2.276, 0.212, -0.155], [-1.599, 1.818, -0.238], [-0.227, 1.905, -0.135], [0.339, 3.169, -0.234], [2.042, 3.384, -0.114], [-0.460, 4.298, -0.427], [0.253, 5.845, -0.579], [-1.849, 4.171, -0.521], [-2.832, 5.545, -0.778], [-2.431, 2.913, -0.420], [-4.124, 2.701, -0.525], [-3.448, -3.733, 1.474], [-2.324, -4.484, 1.589], [-2.255, -5.493, 2.254], [-1.102, -3.999, 0.848], [-0.165, -4.938, 0.443], [0.956, -4.495, -0.230], [1.125, -3.139, -0.431], [0.261, -2.213, 0.007], [-0.845, -2.661, 0.628], [-4.288, -4.089, 1.903], [-3.542, -3.006, 0.788], [-0.342, -5.985, 0.652], [1.700, -5.183, -0.605], [1.968, -2.782, -0.984], [-1.545, -1.909, 0.952]], "lumo_ev": -6.15, "relative_energy_kcal_mol": 0.0, "homo_lumo_gap_ev": 7.5, "charge": 2}


[5]
{"formula": "C3H7N2Si", "method": "ωB97M-V/def2-TZVPD", "symbols": ["C", "C", "C", "N", "N", "Si", "H", "H", "H", "H", "H", "H", "H"], "positions_angstrom": [[1.607, 0.079, 1.212], [0.477, -0.570, 0.878], [0.505, 1.374, -0.232], [1.613, 1.315, 0.591], [-0.102, 0.180, -0.178], [-1.658, -0.342, -1.055], [2.566, -0.195, 1.791], [0.068, -1.508, 1.053], [0.221, 2.350, -0.691], [2.321, 1.949, 0.702], [-2.913, 0.225, -0.317], [-1.137, -2.565, -0.187], [-1.390, -0.172, -2.413]], "lumo_ev": -4.81, "relative_energy_kcal_mol": 75.0, "homo_lumo_gap_ev": 8.8, "charge": 1}